Computed, not measured: 2 unconnected molecules or ions with the total composition C4H8BrI, with wB97M-V/def2-TZVPD.

Each line ends with the Löwdin charge.
Positions of all 14 atoms, in Å:
C 0.3833 -0.6742 1.6878  -0.1712
C -0.1954 -0.4366 -1.7493  -0.1935
C 0.5452 0.2493 0.5350  -0.7794
C -0.4576 0.5493 -0.5603  -0.8190
Br 2.2913 0.7347 -0.1082  0.7042
I -2.6031 0.2889 -0.0301  0.7548
H 1.1279 -0.5418 2.4638  0.0761
H 0.2974 -1.7324 1.5025  0.0850
H -0.5217 -0.3338 2.1639  0.0397
H -0.9300 -0.0450 -2.4445  0.0468
H 0.8205 -0.2960 -2.1820  0.0543
H -0.5002 -1.4229 -1.5805  0.0436
H 0.1832 2.1656 1.2056  0.1666
H -0.4408 1.4950 -0.9038  -0.0079

Values from the calculation:
- Kohn-Sham gap (spin up / spin down): 7.857 / 9.031 eV
- HOMO level (spin up / spin down): -8.38 / -9.35 eV
- Largest force on an atom: 5.35 eV Å⁻¹
- Spin multiplicity: 1
- Energy above the lowest of the compared OMol25 structures with the same formula, charge and spin: 88.73 kcal per mole